Density functional theory data (ωB97M-V with the def2-TZVPD basis set) for a molecular structure, C49H45BrCdN3O2P2S2Se.

XYZ file:
```
106
C49H45BrCdN3O2P2S2Se | OMol25 | ωB97M-V with the def2-TZVPD basis set
Cd 0.39917 -1.37678 0.53204
S -2.06494 0.08077 -0.33946
P -1.20816 -0.76816 -2.06656
C 0.18281 -1.79651 -1.76652
P 1.13924 -2.85158 -2.70185
S 1.67380 -4.40218 -1.65113
C 0.47968 -3.23674 -4.33838
C -0.01178 -4.51571 -4.57172
C -0.47814 -4.75806 -5.85436
C -0.49914 -3.73654 -6.84809
C 0.05860 -2.50549 -6.56439
C 0.49825 -2.19754 -5.26457
C 2.70593 -2.09013 -3.32297
C 3.45728 -2.62872 -4.34596
C 4.50636 -1.90323 -4.88410
C 4.92423 -0.66477 -4.33848
C 4.29730 -0.23261 -3.18124
C 3.23628 -1.01208 -2.65515
C -0.93977 0.69897 -3.05242
C -1.97751 1.59317 -3.25091
C -1.80463 2.72280 -4.07973
C -0.55960 2.94273 -4.65578
C 0.53187 2.13734 -4.36447
C 0.36499 1.02366 -3.49021
C -2.63545 -1.70767 -2.77317
C -3.42220 -2.39957 -1.88224
C -4.46923 -3.21801 -2.34495
C -4.67719 -3.23738 -3.72391
C -3.96117 -2.37820 -4.58408
C -2.90895 -1.60844 -4.16161
H 0.01322 -5.35333 -3.82313
H -0.89519 -5.72308 -6.01132
H -0.86887 -4.02755 -7.81936
H 0.23680 -1.74086 -7.39033
H 1.02152 -1.23585 -5.03689
H 3.24320 -3.60462 -4.76612
H 5.10768 -2.29864 -5.73474
H 5.73696 -0.11459 -4.84537
H 4.51242 0.66280 -2.64646
H 2.86360 -0.83433 -1.65328
H -2.89961 1.43209 -2.71050
H -2.61195 3.34229 -4.38863
H -0.49712 3.80979 -5.28648
H 1.52782 2.43966 -4.61333
H 1.21849 0.38158 -3.28954
H -3.14752 -2.33602 -0.78613
H -4.93298 -3.93716 -1.72880
H -5.36608 -3.91257 -4.19234
H -4.25260 -2.39508 -5.63048
H -2.31447 -0.98341 -4.83436
Br 3.24800 -3.37791 4.93281
C 2.94651 -4.86374 3.76214
C 3.43890 -6.08143 4.26239
C 3.61643 -7.18013 3.38154
C 2.99436 -7.04099 2.14779
C 2.18007 -5.96567 1.83623
C 2.19337 -4.82151 2.54623
C 1.25725 -3.62171 2.09132
O 1.90761 -2.62377 1.64188
O 0.00837 -3.63080 2.00813
H 3.86991 -6.08769 5.25584
H 4.21038 -8.05807 3.59273
H 3.07740 -7.76851 1.37606
H 1.43070 -6.04631 1.05960
C -2.02703 7.60634 2.80043
N -2.76564 6.56498 3.46029
C -2.49265 5.20243 3.24325
Se -1.71187 4.48430 1.68190
N -2.98482 4.53647 4.29782
C -3.67947 5.41080 5.14316
C -4.17841 5.12544 6.45916
C -4.74240 6.17347 7.09872
C -4.62412 7.43521 6.60150
C -4.15454 7.73691 5.30437
C -3.54606 6.69692 4.60012
H -1.49496 7.23359 1.94128
H -1.21941 8.04797 3.46965
H -2.68231 8.44122 2.52129
H -3.02373 3.49357 4.36093
H -4.13464 4.14347 6.88268
H -5.15765 5.97365 8.11503
H -4.94900 8.29974 7.15318
H -4.18930 8.73397 4.89584
C 3.35612 2.34927 2.95837
N 2.84369 1.79032 1.64004
C 3.25507 0.38901 1.35179
C 1.24200 1.97262 1.51447
C 0.53819 1.18537 2.63223
C 0.26725 1.85421 3.78856
C -0.47602 1.18164 4.78739
C -0.77313 -0.17996 4.61497
C -0.65483 -0.80606 3.35712
C 0.07511 -0.10547 2.41893
H 4.42558 2.37179 2.92985
H 2.98392 1.65076 3.70665
H 2.94828 3.36093 3.03000
H 3.21280 2.39801 0.90441
H 2.76639 -0.28646 2.05651
H 4.33481 0.21718 1.54519
H 3.09396 0.07802 0.32379
H 0.89167 1.60281 0.55084
H 1.05763 3.06869 1.53851
H 0.51871 2.94530 3.82311
H -0.75353 1.72842 5.70487
H -1.28433 -0.68216 5.42101
H -1.02380 -1.80093 3.19002
```

Properties
* total charge: -1
* gap between HOMO and LUMO: 5.336 eV
* ΔE to the lowest compared entry with this formula, charge and spin: 1.592 eV
* E_HOMO: -3.7 eV
* electronic energy: -240308.8543 eV

---

Density functional theory data (ωB97M-V with the def2-TZVPD basis set) for a gas-phase ion, C49H45F3N3O (charge +1).

XYZ file:
```
101
C49H45F3N3O | OMol25 | ωB97M-V with the def2-TZVPD basis set
C 0.87646 -6.11898 1.09634
C 0.26551 -4.82699 0.60363
C -0.31659 -3.94517 1.52289
C -1.00908 -2.80243 1.08030
C -1.84593 -1.99512 2.03619
C -1.00463 -2.51552 -0.28877
N -1.64927 -1.32556 -0.75024
C -1.32401 -0.01629 -0.43223
C -0.43518 0.52164 0.63335
C 1.04350 0.14030 0.86986
C 1.17458 -0.62206 2.23061
C 1.66370 -0.63125 -0.23522
C 1.38504 -0.43404 -1.57825
C 2.11633 -1.08112 -2.58112
C 3.05221 -2.06235 -2.22680
C 3.32940 -2.31640 -0.88240
C 2.63823 -1.61021 0.10873
O -0.91535 1.38139 1.43621
N -2.32306 0.73749 -0.92587
C -2.56571 2.13194 -0.80786
C -1.64171 3.07693 -1.30358
C -0.43500 2.68115 -2.11172
C -1.90080 4.43054 -1.07442
C -3.07075 4.81838 -0.40770
C -3.29842 6.25474 -0.02225
C -4.04508 3.85738 -0.10764
C -3.83496 2.50147 -0.33269
C -4.91814 1.52973 -0.02634
N -3.21865 -0.03273 -1.65554
C -2.85181 -1.27706 -1.49965
C -3.63050 -2.41694 -1.99722
C -4.27368 -2.27804 -3.23921
C -4.93958 -3.36753 -3.81728
C -5.04547 -4.57297 -3.11946
C -4.50438 -4.68341 -1.83190
C -3.83453 -3.61266 -1.25191
C -0.44642 -3.37781 -1.23665
C -0.54202 -3.10761 -2.69875
C 0.16467 -4.55561 -0.76546
H 1.16011 -6.75442 0.24430
H 1.77462 -5.93109 1.70880
H 0.15386 -6.67030 1.72468
H -0.28354 -4.14958 2.59999
H -2.86912 -1.83231 1.65109
H -1.91047 -2.55202 2.98074
H -1.40530 -1.01359 2.25636
H 2.23385 -0.61850 2.47111
H 0.64933 -0.06925 3.05003
H 0.77094 -1.67084 2.11101
H 0.66230 0.35683 -1.84023
H 1.93149 -0.85530 -3.62605
H 3.56724 -2.63449 -3.00692
H 4.08778 -3.04262 -0.60444
H 2.89149 -1.81754 1.15977
H -0.05996 3.56366 -2.65923
H 0.40847 2.34475 -1.48069
H -0.68061 1.91189 -2.86341
H -1.20236 5.16513 -1.47912
H -4.36278 6.40940 0.20579
H -2.72591 6.52411 0.87895
H -3.00127 6.94110 -0.82449
H -5.01495 4.18829 0.28857
H -5.85900 2.08383 0.05210
H -5.01510 0.80778 -0.83154
H -4.75697 0.99767 0.91374
H -4.23581 -1.30855 -3.73845
H -5.33802 -3.26994 -4.82691
H -5.55731 -5.41514 -3.58936
H -4.58317 -5.62508 -1.29926
H -3.48768 -3.67554 -0.22095
H 0.32067 -3.53050 -3.20128
H -1.43019 -3.54305 -3.15934
H -0.54256 -2.04277 -2.90929
H 0.59928 -5.25533 -1.48782
F 5.97630 0.65704 5.91044
C 4.97973 1.59853 5.99721
F 4.16033 1.17397 6.99256
F 5.54044 2.79388 6.41336
C 4.22970 1.76673 4.69930
C 2.84232 1.82975 4.68478
C 2.14329 1.88407 3.49047
C 2.78217 1.82914 2.23920
C 1.91472 1.78247 1.03967
C 2.50614 2.45336 -0.16312
C 2.18559 3.77205 -0.59575
C 2.85456 4.34067 -1.68644
C 3.88230 3.64425 -2.34144
C 4.19901 2.33747 -1.90305
C 3.56328 1.78844 -0.79069
C 4.18892 1.85929 2.25463
C 4.90551 1.81980 3.46804
H 2.33410 1.80238 5.64914
H 1.05603 1.96305 3.54917
H 0.92226 2.21718 1.22548
H 1.44277 4.37418 -0.01510
H 2.56736 5.35489 -2.02953
H 4.40981 4.08750 -3.19801
H 4.98862 1.78082 -2.39667
H 3.90688 0.85395 -0.34460
H 4.75417 1.90154 1.32551
H 5.98540 1.83966 3.46716
```

Properties
* total charge: +1
* gap between HOMO and LUMO: 7.125 eV
* E_HOMO: -11.1 eV
* electronic energy: -66208.0394 eV